Entry A
Here is an isolated molecule of C4H9FO from the OMol25 dataset. Energies are from ωB97M-V with the def2-TZVPD basis set.

Geometry as ORCA input:
```
! RIJCOSX wB97M-V def2-TZVPD def2/J DEFGRID3
* xyz 0 1
C 0.41 -0.85 1.22
C 0.43 0.00 -0.06
C 0.69 1.44 0.26
O 1.37 -0.51 -0.97
C -0.97 -0.17 -0.75
F -2.00 0.09 0.13
H -0.55 -1.00 1.50
H 0.93 -1.84 1.05
H 0.96 -0.29 1.99
H 1.50 1.58 1.03
H -0.16 1.78 0.81
H 0.92 2.17 -0.51
H 2.23 -0.59 -0.53
H -1.02 0.22 -1.71
H -1.07 -1.19 -1.04
*
```

Properties
SMILES = CC(C)(O)CF
molar mass = 92.1 g mol⁻¹
HOMO energy = -10.5 eV
orbital gap = 11.40 eV

Entry B
Here is a structure of composition C4H9FO from the OMol25 dataset. Energies are from ωB97M-V with the def2-TZVPD basis set.

Geometry as ORCA input:
```
! RIJCOSX wB97M-V def2-TZVPD def2/J DEFGRID3
* xyz 0 1
C 1.72 -1.20 0.01
C 0.97 -0.11 -0.62
C -1.32 -0.20 0.09
C -1.39 1.29 0.46
H 2.56 -1.72 -1.00
H 0.70 -1.81 0.43
H 2.60 -0.78 0.98
H 1.51 0.67 -1.32
H 0.65 0.76 0.27
H -2.41 -0.65 -0.27
H -0.92 -0.79 0.93
H -0.39 1.84 0.59
H -2.02 1.47 1.26
O -0.38 -0.49 -1.04
F -1.88 1.73 -0.78
*
```

Properties
molar mass = 92.1 g mol⁻¹
HOMO energy = -10.0 eV
orbital gap = 10.90 eV

Entry C
Here is a structure of composition C4H9FO from the OMol25 dataset. Energies are from ωB97M-V with the def2-TZVPD basis set.

Geometry as ORCA input:
```
! RIJCOSX wB97M-V def2-TZVPD def2/J DEFGRID3
* xyz 0 1
C 0.23 0.91 1.99
C 0.57 -0.15 0.15
C 0.31 -0.18 -1.37
C -1.01 -0.69 -1.48
H 1.37 0.69 2.50
H -0.41 0.01 2.45
H 0.00 1.95 2.38
H 1.68 -0.05 0.16
H 0.19 -0.95 0.45
H 0.54 0.85 -1.70
H -1.44 -1.38 -2.47
H -1.73 0.40 -1.39
H -1.37 -1.30 -0.30
O -0.03 1.05 0.66
F 1.10 -1.18 -2.03
*
```

Properties
molar mass = 92.1 g mol⁻¹
HOMO energy = -10.4 eV
orbital gap = 11.32 eV

It is entry A that is most stable; the runner-up trails by 3.958 eV.